(1)
DFT (ωB97M-V with the def2-TZVPD basis set) results for the molecule C4H8FN in a non-equilibrium geometry.

Cartesian coordinates (Å):
C1 1.76304 -0.40424 0.09070
C2 0.29177 0.24012 0.01799
F1 0.49810 1.71274 0.41260
C3 -0.59740 0.08809 -1.06796
N1 -1.80324 0.36451 -0.15155
C4 -0.94220 0.02944 1.07580
H1 2.11947 -0.03095 -1.02905
H2 2.43931 -0.20975 0.93711
H3 1.76165 -1.46174 0.36181
H4 -0.62777 -0.83342 -1.72057
H5 -0.33705 0.85664 -1.91716
H6 -2.51690 -0.28149 -0.43343
H7 -0.96258 0.81168 1.74118
H8 -1.08621 -0.88164 1.68255

Values from the calculation:
- LUMO energy (eV) = 0.88
- charge = 0
- Kohn-Sham gap (eV) = 10.2
- SMILES = CC1(F)CNC1

Results of the Mulliken charge analysis, in e, for atoms 1 through 2: atom 1 (C): -1.178, atom 2 (C): 1.117

(2)
DFT (ωB97M-V with the def2-TZVPD basis set) results for a cluster of 2 separate species, C4H8FN in total in a non-equilibrium geometry.

Cartesian coordinates (Å):
C1 -1.92192 0.73667 0.94568
C2 -0.82013 0.30274 0.44835
C3 0.94860 0.75999 -1.05106
C4 0.50454 -1.51372 -0.24589
N1 0.02792 -0.15595 -0.41020
F1 0.63707 0.61944 2.21037
H1 -1.96079 1.09021 1.96236
H2 -2.84427 0.74900 0.37874
H3 0.65747 1.78776 -0.84436
H4 1.95884 0.60096 -0.66318
H5 0.93984 0.58378 -2.12947
H6 -0.33204 -2.17183 -0.01865
H7 0.98792 -1.83547 -1.16703
H8 1.21696 -1.55357 0.58435

Values from the calculation:
- LUMO energy (eV) = 0.54
- charge = 0
- Kohn-Sham gap (eV) = 9.5

Results of the Mulliken charge analysis, in e, for atoms 1 through 2: atom 1 (C): -0.786, atom 2 (C): 0.696

(3)
DFT (ωB97M-V with the def2-TZVPD basis set) results for a cluster of 2 separate species, C4H8FN2 in total in a non-equilibrium geometry.

Cartesian coordinates (Å):
C1 1.34077 -0.04175 -0.26657
C2 -1.62629 0.70597 0.61243
C3 -1.94339 -0.77839 0.39116
C4 -1.25363 0.07247 -0.63952
N1 1.96764 0.98229 -0.72832
N2 1.83792 -1.07068 0.33209
F1 -1.49494 0.24564 -1.87374
H1 -2.30298 1.58450 0.48913
H2 -0.79100 0.85305 1.28722
H3 -1.39236 -1.47599 0.93336
H4 -2.95719 -1.05571 0.00810
H5 1.46684 1.85297 -0.82196
H6 3.03053 1.04234 -0.82585
H7 1.44983 -2.05439 0.14875
H8 2.66824 -0.86233 0.95373

Values from the calculation:
- LUMO energy (alpha / beta) (eV) = -4.79 / -4.79
- charge = +1
- Kohn-Sham gap (alpha / beta) (eV) = 8.1 / 8.1

Results of the Mulliken charge analysis, in e, for atoms 1 through 2: atom 1 (C): 0.088, atom 2 (C): -0.343

(4)
DFT (ωB97M-V with the def2-TZVPD basis set) results for the molecule C4H8FNO in a non-equilibrium geometry.

Cartesian coordinates (Å):
C1 0.07608 0.26734 -1.34977
C2 -0.37644 0.22831 0.10034
C3 0.66222 -0.20415 1.14031
C4 -1.10014 1.46756 0.56746
O1 -1.10660 2.52156 -0.02183
N1 -1.57234 -0.93629 0.27869
F1 -2.64429 -0.62020 -0.46499
H1 0.85826 1.01080 -1.48077
H2 -0.87415 0.67847 -1.84538
H3 0.35513 -0.71222 -1.94086
H4 1.55518 0.38942 0.86762
H5 0.77569 -1.24774 1.16067
H6 0.19148 -0.04935 2.17123
H7 -1.75125 1.55494 1.54073
H8 -1.07621 -1.67784 -0.23780

Values from the calculation:
- LUMO energy (eV) = 0.82
- charge = 0
- Kohn-Sham gap (eV) = 10.8
- SMILES = CC(C)(C=O)NF

Results of the Mulliken charge analysis, in e, for atoms 1 through 2: atom 1 (C): -1.159, atom 2 (C): 1.125

(5)
DFT (ωB97M-V with the def2-TZVPD basis set) results for a cluster of 2 separate species, C4H8FNO in total in a non-equilibrium geometry.

Cartesian coordinates (Å):
C1 1.08102 -0.66473 -0.21621
C2 0.02895 -0.31555 0.73707
C3 2.09691 0.39785 -0.63166
C4 -2.20199 -0.09111 -0.23775
N1 -1.29136 -0.47321 0.75991
O1 1.03190 -0.92883 1.24346
F1 0.12716 1.91528 1.36095
H1 1.20681 -1.64890 -0.79213
H2 2.47903 1.15358 0.17047
H3 1.44025 1.07097 -1.34749
H4 3.00372 0.05598 -1.24923
H5 -1.79793 0.68052 -0.84372
H6 -2.39113 -0.99940 -0.78207
H7 -3.14866 0.35729 0.15940
H8 -1.66470 -0.50974 1.66900

Values from the calculation:
- LUMO energy (eV) = 0.20
- charge = 0
- Kohn-Sham gap (eV) = 9.4

Results of the Mulliken charge analysis, in e, for atoms 1 through 2: atom 1 (C): 0.011, atom 2 (C): 0.536

(6)
DFT (ωB97M-V with the def2-TZVPD basis set) results for a structure of composition C4H8FNO2Tm in a non-equilibrium geometry.

Cartesian coordinates (Å):
N1 2.79263 0.40624 0.82910
C1 1.87606 0.95737 0.08012
O1 1.55870 2.16836 0.30180
O2 1.36244 0.39230 -0.98712
C2 -0.06632 0.19294 -1.14053
C3 -0.79840 -0.62064 -0.04566
C4 -1.91317 0.18404 0.64524
F1 -1.36593 0.75786 1.74295
H1 3.05848 -0.52750 0.53234
H2 2.66456 0.45786 1.83857
H3 -0.13930 -0.31843 -2.09404
H4 -0.55867 1.14591 -1.29614
H5 -1.33869 -1.48233 -0.52930
H6 -0.13120 -1.05922 0.69414
H7 -2.31425 0.93764 -0.02883
H8 -2.75642 -0.45599 0.90288
Tm1 -1.64928 -3.12670 -1.29105

Values from the calculation:
- LUMO energy (alpha / beta) (eV) = -14.11 / -14.78
- 2S+1 = 3
- charge = +3
- <S²> = 2.01
- Kohn-Sham gap (alpha / beta) (eV) = 8.9 / 8.2

Results of the Mulliken charge analysis, in e, for atoms 1 through 2: atom 1 (N): -0.313, atom 2 (C): 0.722

E_tot, record by record: -8482.026, -8482.076, -9963.978, -10529.293, -10528.609, -42072.799 eV